Entry 1:
Molecular formula: C8H14F6NO16S5Sr
Method: DFT, ωB97M-V/def2-TZVPD

The geometry in XYZ format:
```
51
C8H14F6NO16S5Sr | OMol25 | ωB97M-V/def2-TZVPD
Sr 0.21071 0.95859 0.34747
S 0.43870 4.39227 -0.27659
O -0.80829 4.09926 0.51493
O 1.32088 5.19154 0.60537
O 0.99551 3.04776 -0.64470
O -0.13061 5.18735 -1.42997
O -0.37721 1.39570 4.81170
C 0.04657 2.33871 3.84982
O -0.07300 1.90387 2.65685
O 0.42826 3.42399 4.24038
H -0.46496 0.60726 4.26350
O -4.38868 1.18257 1.28406
C -3.46123 1.90377 0.46113
O -3.87806 2.96460 0.03448
O -2.38756 1.27966 0.24348
H -5.07741 1.85864 1.33015
C 3.72443 1.66720 -2.04829
F 4.98723 1.40328 -2.42200
F 3.70173 2.11471 -0.81427
F 3.20187 2.57020 -2.85722
S 2.67243 0.07043 -2.15120
O 1.55258 0.45532 -2.95933
O 3.36304 -1.00290 -2.82175
N 2.29543 -0.21697 -0.50338
S 3.58940 -1.01290 -0.01528
O 3.52439 -2.42671 -0.27851
O 4.87021 -0.43270 -0.32332
C 3.45985 -0.90288 1.83337
F 4.56507 -1.32413 2.43316
F 3.17203 0.35198 2.19092
F 2.40373 -1.64523 2.21308
C -1.18322 -3.50714 1.53971
S -1.46105 -1.88712 2.29284
O -0.49057 -0.99357 1.63053
C -3.05658 -1.55993 1.54419
H -2.05615 -4.12714 1.75961
H -0.24918 -3.96165 1.85308
H -1.16176 -3.32152 0.46462
H -3.82811 -1.89901 2.23759
H -3.14439 -2.10929 0.60125
H -3.17019 -0.49820 1.28954
C -0.20276 -2.52147 -3.11326
S -1.25763 -1.69543 -1.89537
O -0.59107 -0.45976 -1.49385
C -2.63227 -1.24251 -2.94407
H -0.22271 -3.59771 -2.92305
H 0.80443 -2.12565 -3.19543
H -0.73653 -2.46023 -4.06879
H -2.29976 -0.68932 -3.82041
H -3.31020 -0.61421 -2.36202
H -3.22734 -2.13339 -3.16476
```

As for the lowest unoccupied orbital energy: 4.95 eV. For the HOMO energy, the calculation gives 2.706 eV. Its total charge is -3. For the frontier orbital gap, the calculation gives 2.24 eV.

=====

Entry 2:
Molecular formula: C3H7NO
Method: DFT, ωB97M-V/def2-TZVPD

The geometry in XYZ format:
```
12
C3H7NO | OMol25 | ωB97M-V/def2-TZVPD
C -0.97975 0.46765 -0.48459
C 0.06196 -0.87900 1.15757
C 0.37352 0.15238 0.20948
O 0.48687 0.90446 1.32220
N 1.48359 0.07223 -0.65716
H -1.81694 -0.25101 -0.48700
H -1.48110 1.38320 -0.12517
H -0.91153 0.69214 -1.55933
H -0.86292 -1.46526 1.18068
H 0.74653 -1.16826 1.93911
H 1.44439 -0.78092 -1.20922
H 1.45538 0.87239 -1.28657
```

As for the lowest unoccupied orbital energy: 0.05 eV. The value obtained for the relative energy (zero: lowest compared OMol25 entry of this formula, charge and spin) is 91.8 kcal/mol. For the HOMO energy, the calculation gives -9.674 eV. Its total charge is 0. For the frontier orbital gap, the calculation gives 9.72 eV.

=====

Entry 3:
Molecular formula: C10H19ClNScY
Method: DFT, ωB97M-V/def2-TZVPD

The geometry in XYZ format:
```
33
C10H19ClNScY | OMol25 | ωB97M-V/def2-TZVPD
Y 0.85453 0.92580 0.71924
Cl 2.29413 -0.08716 2.54367
C 1.94830 2.76542 -0.30670
H 1.38115 3.69805 -0.43659
H 2.38107 2.50783 -1.29330
H 2.79790 3.00665 0.36289
Sc 1.72501 -2.39574 -1.62675
C 0.51051 -4.07652 -1.03676
C 3.67638 -2.57675 -2.57542
C 0.60884 -1.01954 -3.02305
H 3.74425 -1.99339 -3.50046
H 4.39774 -2.16945 -1.84004
H 3.89168 -3.63346 -2.75535
H -0.51445 -4.07495 -1.40528
H 1.01977 -4.98991 -1.34556
H 0.48643 -4.05804 0.06201
H 0.67620 0.23616 -3.00774
H -0.49823 -0.89415 -3.03332
C -2.82028 -0.41453 -0.24119
C -2.64493 0.55783 0.87842
C -3.56746 1.10810 1.76866
C -2.84136 1.98339 2.62291
C -1.50277 1.92646 2.21316
C -0.27952 2.64293 2.74197
N -1.37356 1.04605 1.14294
H -2.45273 0.00229 -1.18358
H -3.90642 -0.65696 -0.35675
H -2.28064 -1.34381 -0.02880
H -4.63584 0.88026 1.79458
H -3.22695 2.58089 3.45503
H -0.37848 3.72716 2.59077
H -0.18030 2.45244 3.81863
H 0.71003 2.33665 2.28177
```

As for the lowest unoccupied orbital energy (spin up / spin down): 2.09 / 2.54 eV. For the HOMO energy (spin up / spin down), the calculation gives -4.356 / -2.767 eV. Its total charge is -1. For the frontier orbital gap (spin up / spin down), the calculation gives 6.44 / 5.31 eV.

=====

Number 1: calculated total energy -4192.73395 hartree, molecular weight 742.13 g/mol. Number 2: calculated total energy -248.38014 hartree, molecular weight 73.09 g/mol. Number 3: calculated total energy -1706.34747 hartree, molecular weight 322.58 g/mol.